This record from OMol25 describes an isolated molecule of C3H4O2S at a distorted geometry. The level of theory is ωB97M-V/def2-TZVPD.

Element x y z (Å)
C  -1.45285  -0.73272  -0.21299
C  -0.50063  0.58202  -0.12211
C  1.67004  0.05178  0.31099
H  -1.00564  -1.64267  -0.58949
H  -0.49501  0.87360  0.90118
H  -0.90476  1.36892  -0.82406
H  1.43613  0.37816  1.35212
O  -2.63054  -0.61824  0.02337
O  0.76576  0.27982  -0.68431
S  3.11750  -0.54067  -0.15470

## Properties
Structure (SMILES): O=CCOC=S
HOMO-LUMO gap (eV): 8.94
Energy above the lowest of the compared OMol25 structures with the same formula, charge and spin (kJ/mol): 189.37